138
Properties=species:S:1:pos:R:3:mulliken_spin:R:1 method="wB97M-V/def2-TZVPD" spin_multiplicity=6 lumo_energy_ev="0.36 / -1.02"
Fe 10.144 16.550 19.308 4.29
C 13.141 15.904 22.475 0.02
C 11.646 15.509 22.244 -0.03
O 10.897 16.185 21.279 0.35
H 13.794 16.014 21.609 0.00
H 13.535 15.104 23.102 0.00
H 13.293 16.820 23.046 0.00
H 11.078 15.354 23.161 0.01
H 11.778 14.513 21.820 0.03
C 13.748 16.895 16.974 0.01
C 13.025 15.726 17.555 -0.01
O 11.824 16.032 18.245 0.15
H 14.119 17.398 17.867 0.00
H 13.034 17.365 16.299 0.00
H 14.580 16.688 16.302 0.00
H 13.609 15.054 18.185 0.01
H 12.805 15.099 16.691 0.01
F 8.427 17.209 20.014 0.05
C 3.842 17.299 19.776 0.00
C 5.080 16.472 19.418 0.00
C 4.621 15.302 18.544 0.00
O 5.956 17.353 18.682 0.01
H 2.952 16.681 19.900 0.00
H 3.656 18.182 19.164 0.00
H 3.970 17.654 20.798 0.00
H 5.558 16.042 20.298 0.00
H 5.537 14.881 18.129 0.00
H 3.837 15.541 17.826 0.00
H 4.222 14.602 19.278 0.00
H 6.793 17.305 19.150 0.00
C 9.652 16.258 15.022 0.00
C 9.614 17.405 16.104 0.00
C 8.811 18.582 15.657 0.00
O 9.062 16.819 17.285 0.02
H 10.140 15.407 15.498 0.00
H 10.266 16.480 14.149 0.00
H 8.679 15.904 14.683 0.00
H 10.613 17.805 16.277 0.00
H 9.298 19.052 14.804 0.00
H 8.728 19.395 16.378 0.00
H 7.836 18.264 15.285 0.00
H 8.176 16.552 17.029 0.00
C 5.182 14.130 22.567 0.00
C 6.573 13.697 22.243 0.00
C 6.733 12.289 21.591 0.00
O 7.124 14.577 21.381 -0.01
H 4.716 13.466 23.295 0.00
H 4.620 14.076 21.635 0.00
H 4.971 15.153 22.878 0.00
H 7.250 13.897 23.074 0.00
H 6.071 12.228 20.727 0.00
H 6.492 11.586 22.388 0.00
H 7.722 12.213 21.138 0.00
H 6.994 15.510 21.569 0.00
C 5.339 18.829 23.633 0.00
C 6.362 18.778 22.462 0.00
C 7.643 19.538 22.773 0.00
O 6.601 17.440 22.152 0.00
H 4.353 18.469 23.342 0.00
H 5.035 19.871 23.734 0.00
H 5.631 18.298 24.539 0.00
H 5.965 19.244 21.560 0.00
H 8.403 19.447 21.997 0.00
H 7.976 19.210 23.758 0.00
H 7.482 20.606 22.924 0.00
H 7.267 17.448 21.460 -0.01
C 10.616 12.649 19.166 0.00
C 9.540 13.481 18.485 0.00
C 8.270 12.806 18.198 0.00
O 9.334 14.648 19.375 0.05
H 10.347 12.492 20.211 0.00
H 11.590 13.093 18.960 0.00
H 10.695 11.748 18.558 0.00
H 9.988 13.717 17.520 0.00
H 8.270 11.722 18.314 0.00
H 7.841 13.041 17.224 0.00
H 7.490 13.146 18.880 0.00
H 8.835 14.180 20.049 0.00
C 3.686 19.328 14.644 0.00
C 4.401 19.387 16.014 0.00
C 3.500 19.937 17.051 0.00
O 4.605 17.958 16.399 0.00
H 4.447 18.836 14.039 0.00
H 3.513 20.300 14.183 0.00
H 2.746 18.795 14.498 0.00
H 5.295 20.006 16.088 0.00
H 3.026 20.867 16.737 0.00
H 4.092 20.194 17.930 0.00
H 2.678 19.257 17.272 0.00
H 5.147 18.038 17.187 0.00
C 7.064 20.351 18.997 0.00
C 7.632 21.719 18.699 0.00
C 7.534 22.660 19.869 0.00
O 8.921 21.370 18.235 0.00
H 7.361 19.841 19.913 0.00
H 7.279 19.738 18.122 0.00
H 5.988 20.451 19.134 0.00
H 6.988 22.196 17.960 0.00
H 6.511 22.903 20.155 0.00
H 8.075 23.594 19.717 0.00
H 7.988 22.140 20.712 0.00
H 9.102 22.145 17.699 0.00
C 11.036 22.161 24.166 0.00
C 10.554 21.138 25.291 0.00
C 10.781 19.678 24.806 0.00
O 11.318 21.478 26.451 0.00
H 10.735 23.128 24.568 0.00
H 10.627 22.055 23.161 0.00
H 12.105 22.227 23.966 0.00
H 9.480 21.297 25.382 0.00
H 11.842 19.644 24.558 0.00
H 10.097 19.414 24.000 0.00
H 10.505 19.095 25.684 0.00
H 10.927 22.262 26.841 0.00
C 12.395 19.974 18.355 0.00
C 11.898 19.102 19.524 -0.01
C 11.848 19.872 20.876 0.01
O 10.622 18.608 19.211 0.05
H 12.263 19.493 17.385 0.00
H 13.405 20.327 18.563 0.00
H 11.928 20.951 18.237 0.00
H 12.470 18.175 19.486 0.01
H 11.227 19.380 21.624 -0.01
H 11.312 20.814 20.763 0.00
H 12.858 19.991 21.270 0.00
H 9.989 19.326 19.137 0.00
C 8.146 16.850 25.264 0.00
C 7.566 15.738 26.073 0.00
C 8.408 14.507 26.091 0.00
O 7.441 16.005 27.492 0.00
H 9.210 16.913 25.494 0.00
H 7.743 17.830 25.521 0.00
H 7.836 16.814 24.220 0.00
H 6.595 15.506 25.635 0.00
H 9.324 14.645 26.665 0.00
H 8.641 14.222 25.065 0.00
H 7.988 13.609 26.542 0.00
H 8.319 16.229 27.809 0.00